DFT (ωB97M-V with the def2-TZVPD basis set) results for C7H13Cl3N2 in the gas phase at a distorted geometry.

```
25
Properties=species:S:1:pos:R:3:forces:R:3
C -3.572 -0.781 0.269 0.49 0.24 -1.53
N -2.122 -0.801 0.366 -0.73 0.25 -1.69
C -1.551 -1.759 1.242 1.69 -3.76 -4.95
C -1.354 -0.500 -0.763 0.88 1.18 0.10
Cl -2.012 -0.659 -2.347 -0.78 -0.17 -0.09
C -0.089 -0.030 -0.644 -2.13 -1.54 1.89
C 0.897 0.214 -1.674 2.81 1.24 1.64
Cl 0.371 1.706 -2.549 0.13 0.21 -0.68
Cl 1.100 -1.059 -2.845 0.24 -0.56 -0.25
N 2.286 0.445 -0.877 -1.98 1.26 -1.09
C 2.246 1.791 -0.250 -2.13 -0.28 0.45
C 3.449 0.302 -1.748 1.32 -3.96 1.51
H -4.134 -1.696 0.041 0.72 -0.44 -0.03
H -3.921 -0.429 1.185 -0.88 0.76 1.52
H -3.817 -0.088 -0.532 -0.29 0.21 0.22
H -2.169 -2.730 1.185 0.90 1.39 0.87
H -0.536 -2.001 0.648 -1.97 -0.17 1.78
H -1.223 -1.396 2.123 0.34 0.91 3.41
H 0.162 -0.001 0.425 0.62 0.46 -0.73
H 1.931 2.561 -0.940 -0.02 0.23 -0.35
H 1.509 1.845 0.594 0.48 -0.37 -0.73
H 3.147 2.148 0.165 1.47 -0.37 0.35
H 3.784 -0.871 -1.520 -0.54 2.87 -1.18
H 3.240 0.404 -2.799 0.12 0.26 -0.35
H 4.340 0.865 -1.423 -0.76 0.17 -0.10
```
Forces are in eV/Å.

Calculated values
Spin multiplicity   1
HOMO-LUMO gap   9.085 eV
Relative energy (zero: lowest compared OMol25 entry of this formula, charge and spin)   47.11 kcal/mol
E_tot   -48014.265 eV

natural (NBO) population analysis, charges in e, atoms 1 to 5:
1 C -0.4053
2 N -0.4589
3 C -0.4036
4 C 0.2283
5 Cl 0.0152

DFT (ωB97M-V with the def2-TZVPD basis set) results for a gas-phase ion, C3HN2O2 (charge -1) at a distorted geometry.

```
8
Properties=species:S:1:pos:R:3:forces:R:3
C 1.130 0.835 0.831 -1.45 -0.60 -1.68
C 0.290 0.270 -0.205 2.61 0.27 4.40
C -0.568 -0.927 0.209 -1.11 0.10 -0.80
N 1.717 1.306 1.706 0.63 0.27 0.51
N 0.019 0.781 -1.333 -0.73 0.70 -2.69
O -0.447 -1.409 1.333 0.29 -0.06 -0.04
O -1.388 -1.165 -0.708 -0.50 -1.04 0.16
H -0.753 0.309 -1.833 0.26 0.35 0.13
```
Forces are in eV/Å.

Calculated values
Spin multiplicity   3
HOMO-LUMO gap (alpha / beta)   6.554 / 6.734 eV
Relative energy (zero: lowest compared OMol25 entry of this formula, charge and spin)   0.00 kcal/mol
E_tot   -10200.452 eV
Total charge   -1

natural (NBO) population analysis, charges in e, atoms 1 to 5:
1 C 0.2659
2 C -0.1602
3 C 0.7241
4 N -0.4474
5 N -0.5243

DFT (ωB97M-V with the def2-TZVPD basis set) results for a molecular structure, C19H43CrP3SSe at a distorted geometry.

```
68
Properties=species:S:1:pos:R:3:forces:R:3
Cr -0.872 -0.402 -2.166 1.86 0.62 4.04
P -2.916 -0.188 -1.295 -1.67 -0.07 -0.01
P -0.097 -2.347 -1.341 0.33 -1.93 0.16
P -0.036 1.653 -1.804 0.38 1.85 -0.41
H 3.587 -0.858 0.703 0.32 0.58 -0.22
C 3.495 0.130 0.217 -3.62 -1.54 -1.99
C 3.336 1.256 1.086 0.25 0.96 0.66
H 3.841 1.272 2.054 -0.16 0.10 -0.25
C -4.082 0.364 -2.589 -0.16 -0.04 -0.20
C -3.655 -1.740 -0.700 -0.15 -0.01 0.18
C -3.207 0.990 0.059 0.03 0.06 0.32
C 1.676 -2.662 -1.581 0.35 0.25 -0.03
C -0.375 -2.856 0.382 0.03 0.08 0.45
C -0.888 -3.698 -2.286 -0.11 -0.18 -0.22
C 1.653 1.923 -2.421 0.29 -0.13 0.02
C -0.044 2.472 -0.186 -0.10 0.06 0.43
C -1.036 2.737 -2.882 -0.12 0.21 -0.13
H 4.183 0.235 -0.639 -0.35 -0.06 0.20
H 2.909 2.186 0.708 0.32 -0.17 0.18
H -5.074 -0.055 -2.376 0.17 0.22 -0.06
H -3.755 0.022 -3.580 -0.24 0.09 0.34
H -4.139 1.460 -2.602 0.00 -0.24 -0.03
H -4.717 -1.567 -0.481 0.22 -0.15 0.00
H -3.150 -2.078 0.212 -0.17 0.05 -0.15
H -3.571 -2.525 -1.461 -0.06 0.21 0.12
H -4.186 0.788 0.513 0.20 0.10 -0.12
H -3.195 2.020 -0.318 -0.01 -0.26 0.09
H -2.431 0.886 0.829 -0.23 0.06 -0.15
H 1.965 -3.532 -0.975 -0.04 0.18 -0.30
H 2.259 -1.788 -1.261 -0.07 -0.37 -0.12
H 1.891 -2.855 -2.640 -0.07 -0.03 0.32
H 0.393 -3.593 0.656 -0.32 0.14 0.01
H -1.371 -3.301 0.500 0.31 0.10 -0.02
H -0.293 -1.991 1.056 0.01 -0.43 -0.20
H -0.221 -4.570 -2.271 -0.25 0.11 0.06
H -1.057 -3.384 -3.325 0.12 -0.29 0.41
H -1.852 -3.963 -1.834 0.26 0.00 -0.15
H 1.809 2.999 -2.577 -0.07 -0.25 0.06
H 1.802 1.395 -3.372 -0.02 0.17 0.20
H 2.381 1.548 -1.691 -0.19 0.18 -0.31
H 0.578 3.377 -0.218 -0.18 -0.23 0.01
H 0.352 1.790 0.581 0.08 0.28 -0.27
H -1.066 2.748 0.104 0.28 0.01 -0.12
H -0.460 3.650 -3.081 -0.24 -0.11 0.07
H -1.987 2.998 -2.401 0.24 -0.04 -0.12
H -1.250 2.238 -3.837 0.11 0.22 0.33
C 0.501 -0.089 -5.096 0.21 -0.06 -0.22
C 1.723 -0.757 -4.940 -0.23 0.08 0.48
C 2.894 -0.156 -5.416 -0.25 0.02 -0.24
C 2.822 1.046 -6.135 -0.19 -0.12 0.24
C 1.580 1.647 -6.382 0.07 -0.32 0.02
C 0.411 1.067 -5.884 -0.20 -0.02 0.51
Se -1.134 -0.707 -4.150 -0.18 -0.36 -6.07
H 2.159 -0.005 -0.453 3.40 0.22 1.65
H 1.741 -1.725 -4.431 0.16 0.43 -0.17
H 3.858 -0.635 -5.232 -0.32 0.11 -0.18
H 3.737 1.506 -6.511 -0.28 -0.12 0.10
H 1.519 2.566 -6.966 0.01 -0.30 0.11
H -0.567 1.509 -6.079 0.30 0.03 0.00
C 1.241 0.016 3.373 0.15 0.21 0.06
S -0.284 0.034 2.448 0.17 0.30 1.23
C -1.445 0.289 3.791 -0.18 0.35 -0.13
H 2.034 0.478 2.770 -0.19 -0.20 -0.07
H 1.499 -1.027 3.588 -0.01 -0.03 -0.01
H 1.100 0.568 4.307 0.06 -0.17 -0.18
H -1.868 -0.680 4.076 0.00 -0.01 -0.03
H -0.937 0.751 4.642 -0.10 -0.16 -0.18
H -2.242 0.948 3.429 0.01 -0.22 0.02
```
Forces are in eV/Å.

Calculated values
Spin multiplicity   4
HOMO-LUMO gap (alpha / beta)   6.206 / 3.873 eV
E_tot   -152837.937 eV
Total charge   +3

natural (NBO) population analysis, charges in e, atoms 1 to 5:
1 Cr 0.2336
2 P 0.9774
3 P 0.9320
4 P 0.9595
5 H 0.2315

DFT (ωB97M-V with the def2-TZVPD basis set) results for C2H6N2O2 in the gas phase at a distorted geometry.

```
12
Properties=species:S:1:pos:R:3:forces:R:3
C 0.554 -1.621 -0.090 2.71 0.15 -0.81
O 0.054 -0.690 0.838 -1.38 0.72 0.53
N -0.572 0.432 0.308 1.40 2.07 0.02
C 0.319 1.631 0.166 1.90 -2.10 -1.79
N -1.780 0.549 -0.257 0.63 -1.20 1.33
O -2.476 -0.434 -0.153 -0.24 -0.09 -0.53
H 0.964 -2.423 0.660 -0.55 1.27 -2.04
H 1.428 -1.092 -0.799 -1.94 -1.55 1.98
H -0.205 -1.984 -0.787 -0.01 -0.22 0.36
H 1.159 1.748 0.938 -1.89 -0.36 -0.70
H 0.865 1.402 -0.825 -0.47 0.85 1.38
H -0.309 2.482 0.000 -0.15 0.45 0.26
```
Forces are in eV/Å.

Calculated values
Spin multiplicity   1
HOMO-LUMO gap   10.295 eV
Relative energy (zero: lowest compared OMol25 entry of this formula, charge and spin)   138.37 kcal/mol
E_tot   -9241.317 eV

natural (NBO) population analysis, charges in e, atoms 1 to 5:
1 C -0.2593
2 O -0.3658
3 N 0.0079
4 C -0.4482
5 N 0.2243

DFT (ωB97M-V with the def2-TZVPD basis set) results for a gas-phase ion, CHO3PS (charge -2) at a distorted geometry.

```
7
Properties=species:S:1:pos:R:3:forces:R:3
O 1.441 -1.200 -0.153 1.14 -2.47 -1.35
P 0.970 0.148 0.118 -1.96 3.74 1.92
O 1.484 0.745 1.433 -0.49 -0.21 -0.59
O 0.684 1.227 -0.954 0.53 -1.28 0.19
C -1.103 -0.154 0.157 1.00 -1.16 -1.44
S -1.908 -1.525 -0.408 0.28 0.91 0.78
H -1.569 0.758 -0.194 -0.49 0.47 0.48
```
Forces are in eV/Å.

Calculated values
Spin multiplicity   1
HOMO-LUMO gap   5.537 eV
Relative energy (zero: lowest compared OMol25 entry of this formula, charge and spin)   0.00 kcal/mol
E_tot   -27319.725 eV
Total charge   -2

natural (NBO) population analysis, charges in e, atoms 1 to 5:
1 O -1.2076
2 P 2.3767
3 O -1.2468
4 O -1.1966
5 C -0.5531

DFT (ωB97M-V with the def2-TZVPD basis set) results for a molecular structure, C11H31N5O5 at a distorted geometry.

```
52
Properties=species:S:1:pos:R:3:forces:R:3
C 0.314 2.268 -2.616 -3.45 0.31 -3.19
O -0.181 2.186 -3.717 -0.26 -0.77 -4.24
N 1.549 2.146 -2.361 6.81 -3.40 -2.15
N -0.489 2.513 -1.662 -3.51 0.79 4.36
H 2.032 2.360 -1.500 -1.64 -3.56 -2.90
H 2.177 1.901 -3.112 -0.67 -0.11 -0.30
H 0.014 2.570 -0.788 -1.86 0.34 0.10
H -1.474 2.691 -1.798 0.63 -0.11 -0.33
C 2.480 3.495 -0.744 4.49 -0.09 3.56
O 1.338 3.595 -0.857 -5.30 5.65 3.42
N 3.325 4.206 -1.359 4.25 5.03 -3.36
N 3.080 2.454 -0.141 2.89 3.92 -5.42
H 4.321 4.051 -1.299 -0.39 0.19 -0.17
H 2.993 4.980 -1.918 0.15 -0.09 0.12
H 2.529 1.739 0.312 1.87 1.07 -4.63
H 4.089 2.409 -0.144 -0.23 -0.15 -0.23
C -0.323 -2.323 -1.935 -0.88 -0.61 0.99
C -0.381 -1.771 -0.453 -1.23 -0.41 -0.06
C -0.899 -0.329 -0.511 -0.82 -0.02 0.32
C -1.357 0.290 0.851 -1.95 -0.94 0.01
C -2.583 -0.506 1.346 1.21 -0.74 0.14
C -2.202 -2.023 1.473 0.21 -0.01 0.57
N -1.400 -2.538 0.345 -0.70 1.82 -1.55
O -1.130 -3.900 0.451 0.33 -0.25 0.20
C -1.479 -2.363 2.831 -0.74 0.04 0.94
C -3.545 -2.774 1.484 0.19 -0.47 0.09
C 0.968 -1.963 0.191 0.34 -0.23 0.94
H -1.288 -2.774 -2.164 -0.43 0.45 -0.05
H 0.307 -3.208 -2.019 0.64 0.37 0.02
H -0.126 -1.572 -2.700 0.31 0.02 0.24
H -0.192 0.324 -1.021 -0.59 -0.77 -0.57
H -1.807 -0.282 -1.112 0.03 -0.29 -0.25
H -1.713 1.313 0.721 0.55 0.12 -0.18
H -0.639 0.262 1.670 0.20 0.03 -0.11
H -3.502 -0.352 0.780 0.34 -0.26 -0.88
H -2.939 -0.147 2.312 0.49 -0.15 0.45
H -0.608 -1.849 3.237 0.28 0.67 -0.97
H -2.179 -2.206 3.652 -0.46 0.04 0.01
H -1.206 -3.412 2.947 -0.16 -0.18 -0.63
H -4.320 -2.243 2.038 0.25 -0.04 0.48
H -3.986 -2.887 0.493 0.40 -0.01 -0.24
H -3.353 -3.758 1.912 -0.48 -0.11 0.00
H 1.179 -3.032 0.147 0.49 0.08 -0.42
H 0.933 -1.818 1.271 -0.21 0.50 0.20
H 1.765 -1.333 -0.202 0.09 -0.24 -0.40
H -1.662 -4.271 -0.256 -0.07 -0.32 -0.04
O 2.622 1.496 1.421 1.69 -5.95 13.32
H 3.283 2.101 1.756 -0.06 0.50 0.08
H 2.963 0.627 1.633 -0.30 -1.08 0.72
O 0.783 1.490 0.115 0.28 -0.95 1.19
H 0.427 0.611 0.246 0.38 0.36 0.26
H 1.493 1.559 0.754 -3.40 0.03 0.56
```
Forces are in eV/Å.

Calculated values
Spin multiplicity   1
HOMO-LUMO gap   7.019 eV
Relative energy (zero: lowest compared OMol25 entry of this formula, charge and spin)   274.56 kcal/mol
E_tot   -29586.648 eV

natural (NBO) population analysis, charges in e, atoms 1 to 5:
1 C 0.7319
2 O -0.7508
3 N -0.8193
4 N -0.8505
5 H 0.3881